1.
# C39H49AsHfN14S6

C39H49AsHfN14S6 as an isolated structure (the ωB97M-V functional and the def2-TZVPD basis, the Open Molecules 2025 dataset).

Positions of all 110 atoms, in Å:
Hf  0.074  -2.093  0.334
C  3.953  -5.862  -1.633
S  2.198  -5.850  -2.028
C  1.623  -4.660  -0.874
S  -0.096  -4.355  -0.913
N  2.431  -4.115  -0.036
N  1.765  -3.222  0.798
C  2.245  -3.221  2.086
C  1.491  -2.556  2.994
C  1.775  -2.462  4.402
C  0.874  -1.948  5.260
C  -0.395  -1.502  4.742
C  -0.611  -1.525  3.411
N  0.315  -1.952  2.471
H  4.409  -6.593  -2.300
H  4.118  -6.151  -0.598
H  4.391  -4.880  -1.800
H  3.143  -3.774  2.322
H  2.723  -2.858  4.746
H  1.077  -1.905  6.322
H  -1.185  -1.166  5.399
H  -1.564  -1.192  3.019
C  -2.995  2.267  -0.208
N  -2.582  0.874  -0.195
C  -2.586  0.271  1.117
C  -2.094  0.247  -1.284
N  -1.242  -0.765  -1.199
C  -1.124  -1.567  -2.378
C  -2.260  -2.109  -2.922
C  -2.222  -2.886  -4.091
C  -1.027  -3.133  -4.692
C  0.181  -2.671  -4.115
C  1.405  -3.074  -4.694
C  2.587  -2.799  -4.076
C  2.583  -2.078  -2.873
C  1.425  -1.572  -2.330
N  1.531  -0.851  -1.101
C  2.477  0.070  -1.089
N  3.137  0.444  0.024
C  3.217  -0.425  1.184
C  3.714  1.768  0.162
N  2.873  0.745  -2.226
C  4.278  0.822  -2.575
C  1.965  0.994  -3.319
C  0.161  -1.877  -2.932
N  -2.556  0.785  -2.472
C  -1.789  0.899  -3.693
C  -3.987  0.943  -2.671
H  -2.488  2.792  0.603
H  -4.073  2.357  -0.050
H  -2.727  2.742  -1.147
H  -3.438  0.656  1.671
H  -1.673  0.501  1.663
H  -2.715  -0.800  1.027
H  -3.204  -1.924  -2.426
H  -3.142  -3.287  -4.496
H  -0.968  -3.737  -5.589
H  1.376  -3.668  -5.598
H  3.521  -3.167  -4.478
H  3.510  -1.933  -2.332
H  2.229  -0.653  1.571
H  3.766  0.097  1.966
H  3.730  -1.355  0.949
H  3.334  2.426  -0.614
H  4.806  1.747  0.111
H  3.428  2.176  1.134
H  4.889  0.407  -1.777
H  4.590  1.854  -2.757
H  4.461  0.237  -3.483
H  0.948  0.996  -2.945
H  2.047  0.245  -4.115
H  2.179  1.981  -3.736
H  -0.737  0.724  -3.509
H  -1.914  1.910  -4.092
H  -2.116  0.180  -4.449
H  -4.530  0.652  -1.777
H  -4.309  0.292  -3.491
H  -4.244  1.974  -2.930
S  -4.947  -1.039  3.421
As  -4.701  -2.758  2.335
S  -3.460  -3.772  -0.160
S  -2.172  -3.252  1.387
S  -4.834  -2.212  0.101
C  1.078  1.384  3.352
C  0.748  1.891  1.992
N  0.438  1.159  0.945
C  0.275  2.041  -0.098
C  0.432  3.318  0.331
N  0.725  3.218  1.675
C  0.769  4.328  2.597
N  -0.493  5.014  2.590
N  -0.597  6.276  2.112
N  -1.823  6.625  2.097
C  -2.586  5.571  2.556
C  -3.972  5.436  2.695
C  -4.440  4.225  3.148
C  -3.564  3.163  3.463
C  -2.200  3.282  3.336
C  -1.732  4.517  2.876
H  1.130  0.301  3.321
H  0.323  1.656  4.093
H  2.041  1.765  3.697
H  0.025  1.696  -1.086
H  0.328  4.272  -0.159
H  1.532  5.056  2.327
H  0.973  3.935  3.592
H  -4.636  6.252  2.448
H  -5.504  4.071  3.266
H  -3.982  2.225  3.808
H  -1.539  2.456  3.565

The calculation puts the lowest unoccupied orbital energy at -0.0135 Eh. For the gap between HOMO and LUMO, the calculation gives 5.315 eV. For the HOMO energy, the calculation gives -0.209 hartree.

Results of the Löwdin charge analysis, in e, for atoms 1 through 99: 1.3562, -0.4170, 0.8228, -1.1028, 0.5603, -0.0593, -0.2903, -0.1664, -0.3274, -0.0540, -0.1042, -0.1037, -0.2501, -0.1579, 0.0269, 0.0325, 0.0235, 0.1165, 0.1089, 0.0941, 0.0970, 0.0451, -0.0357, -0.1152, -0.1259, -0.3784, 0.0500, -0.3047, -0.0747, -0.0518, -0.0286, -0.1617, -0.0367, -0.0721, -0.0449, -0.2709, 0.0517, -0.3915, -0.1191, -0.0350, -0.0480, -0.1607, -0.0556, -0.0430, -0.1166, -0.1616, -0.0382, -0.0527, 0.0727, 0.1007, 0.0923, 0.0443, 0.0588, -0.0476, 0.0769, 0.1119, 0.1142, 0.1153, 0.1105, 0.1236, 0.0276, 0.0985, 0.0936, 0.0896, 0.0926, 0.0824, 0.0914, 0.0930, 0.0938, 0.0513, 0.0994, 0.1017, 0.0569, 0.0984, 0.0955, 0.0842, 0.0940, 0.0914, -0.1256, 0.2665, -0.0696, -0.0510, -0.0770, 0.0046, -0.3610, 0.1161, -0.1389, -0.0402, -0.0151, -0.0643, -0.0653, 0.0530, 0.0711, -0.2312, -0.0082, -0.0735, -0.0711, -0.0100, -0.1722

2.
# C39H49BCoF4N3O5PS2

C39H49BCoF4N3O5PS2 as an isolated structure (the ωB97M-V functional and the def2-TZVPD basis, the Open Molecules 2025 dataset).

Positions of all 105 atoms, in Å:
Co  -1.133  -0.828  0.368
F  -2.120  -2.240  1.363
B  -3.513  -1.746  1.131
F  -4.131  -1.581  2.325
F  -3.230  -0.463  0.509
F  -4.125  -2.571  0.245
O  0.190  0.211  -0.651
S  -0.212  1.113  -1.839
C  0.132  0.294  -3.374
C  1.319  -0.392  -3.615
C  1.496  -0.986  -4.852
C  0.508  -0.884  -5.832
C  -0.671  -0.198  -5.586
C  -0.860  0.394  -4.343
C  1.079  2.338  -1.805
C  0.780  3.590  -2.320
C  1.762  4.570  -2.316
C  3.016  4.294  -1.791
C  3.298  3.038  -1.269
C  2.327  2.049  -1.274
H  2.079  -0.468  -2.848
H  2.408  -1.529  -5.060
H  0.652  -1.358  -6.796
H  -1.454  -0.156  -6.340
H  -1.783  0.919  -4.128
H  -0.207  3.798  -2.713
H  1.542  5.551  -2.716
H  3.778  5.062  -1.786
H  4.278  2.829  -0.861
H  2.528  1.067  -0.865
O  -2.428  -0.964  -7.513
S  -2.187  -2.133  -8.345
O  -1.168  -1.949  -9.354
O  -3.371  -2.856  -8.754
C  -1.406  -3.291  -7.169
N  -0.579  -4.228  -7.628
C  0.057  -4.949  -6.718
C  -0.075  -4.734  -5.350
C  -1.002  -3.773  -4.984
N  -1.676  -3.080  -5.892
C  -1.207  -3.282  -3.596
C  -2.178  -2.309  -3.378
C  -2.241  -1.678  -2.157
N  -1.352  -1.927  -1.195
C  -0.481  -2.928  -1.358
C  -0.401  -3.655  -2.524
H  0.733  -5.711  -7.092
H  0.511  -5.298  -4.640
H  -2.840  -2.036  -4.187
H  -2.964  -0.899  -1.951
H  0.199  -3.114  -0.536
H  0.346  -4.429  -2.613
O  -0.897  0.163  2.019
P  0.173  0.765  2.910
C  -0.213  2.523  3.233
C  -1.651  2.700  3.808
C  -2.559  3.532  2.901
C  -2.486  3.038  1.463
C  -1.054  3.153  0.905
C  -0.017  3.418  1.997
C  1.752  0.746  1.998
C  2.904  1.612  2.546
C  3.887  0.899  3.472
C  4.376  -0.408  2.860
C  3.195  -1.323  2.566
C  2.214  -0.669  1.594
C  0.432  -0.089  4.512
C  0.162  -1.606  4.463
C  -1.321  -2.002  4.599
C  -2.189  -0.871  5.138
C  -1.467  -0.152  6.268
C  -0.181  0.541  5.785
H  0.516  2.830  3.991
H  -1.591  3.163  4.794
H  -2.127  1.730  3.950
H  -2.287  4.590  2.953
H  -3.582  3.461  3.273
H  -3.182  3.598  0.837
H  -2.808  1.994  1.436
H  -0.986  3.952  0.163
H  -0.796  2.226  0.395
H  -0.107  4.451  2.341
H  0.991  3.331  1.588
H  1.408  1.225  1.075
H  2.520  2.512  3.028
H  3.469  1.967  1.675
H  3.430  0.692  4.445
H  4.726  1.568  3.672
H  5.084  -0.901  3.528
H  4.915  -0.195  1.930
H  2.696  -1.571  3.505
H  3.535  -2.269  2.141
H  1.347  -1.323  1.441
H  2.701  -0.593  0.616
H  1.515  0.033  4.599
H  0.734  -2.030  5.294
H  0.579  -2.047  3.557
H  -1.387  -2.860  5.272
H  -1.711  -2.326  3.640
H  -3.144  -1.269  5.481
H  -2.429  -0.185  4.323
H  -1.212  -0.892  7.033
H  -2.114  0.579  6.755
H  0.576  0.484  6.570
H  -0.363  1.601  5.636

The calculation puts the lowest unoccupied orbital energy (alpha / beta) at -0.0263 / -0.0266 Eh. Its multiplicity is 2. For the gap between HOMO and LUMO (alpha / beta), the calculation gives 7.179 / 7.171 eV. For the HOMO energy (alpha / beta), the calculation gives -0.290 / -0.290 hartree.

Results of the Löwdin charge analysis, in e, for atoms 1 through 99: 0.6498, 0.0206, -1.1791, 0.2014, 0.0667, 0.1983, -0.5411, 1.1046, -0.3945, -0.0697, -0.0532, -0.0356, -0.0431, -0.0791, -0.3692, -0.0718, -0.0583, -0.0633, -0.0613, -0.0769, 0.1096, 0.1100, 0.1207, 0.0683, 0.1169, 0.1201, 0.1126, 0.1098, 0.1096, 0.0940, -0.3779, 0.4207, -0.3409, -0.3304, -0.3465, 0.1377, -0.1064, 0.0074, -0.2287, 0.1527, -0.1065, 0.0314, -0.0780, -0.0283, -0.0757, 0.0234, 0.1112, 0.1002, 0.1338, 0.1361, 0.1261, 0.1136, -0.3284, 0.8978, -0.3243, -0.1744, -0.1890, -0.1674, -0.1820, -0.1766, -0.3436, -0.1682, -0.1938, -0.1930, -0.1887, -0.1793, -0.3195, -0.1662, -0.1715, -0.1962, -0.1788, -0.1659, 0.1164, 0.1141, 0.0884, 0.1134, 0.1175, 0.1130, 0.1005, 0.1114, 0.0479, 0.1227, 0.0974, 0.0698, 0.1007, 0.1117, 0.1032, 0.1148, 0.1135, 0.1178, 0.0950, 0.1182, 0.0895, 0.1105, 0.0874, 0.1215, 0.0937, 0.1157, 0.0876

Energy above the lowest of the compared OMol25 structures with the same formula, charge and spin for every record listed, in sequence, given in kcal/mol: 0.0 1.4.